# 1
# C18H12AsN5S4SbSe4Tc

C18H12AsN5S4SbSe4Tc as an isolated structure at a distorted geometry (wB97M-V/def2-TZVPD, OMol25).

CARTESIAN COORDINATES (ANGSTROEM)
Tc -0.873 0.394 -0.940
C -2.822 -3.187 1.150
C -1.798 -4.120 1.283
C -0.511 -3.720 1.017
C -0.251 -2.403 0.613
N -1.255 -1.535 0.384
C -2.502 -1.931 0.691
N 1.100 -2.072 0.572
C 1.466 -0.844 0.590
N 0.675 0.262 0.400
C 1.336 1.384 0.833
N 0.858 2.556 1.036
C -0.505 2.816 0.982
C -0.879 4.064 1.499
C -2.202 4.423 1.570
C -3.162 3.512 1.139
C -2.734 2.314 0.623
N -1.439 1.958 0.513
C 2.742 1.002 1.101
C 3.834 1.751 1.489
C 5.032 1.073 1.688
C 5.115 -0.309 1.527
C 4.003 -1.060 1.162
C 2.825 -0.375 0.940
H -3.851 -3.430 1.375
H -2.006 -5.134 1.598
H 0.336 -4.379 1.137
H -3.279 -1.198 0.537
H -0.086 4.713 1.839
H -2.489 5.390 1.961
H -4.219 3.730 1.185
H -3.450 1.585 0.273
H 3.754 2.821 1.623
H 5.917 1.625 1.976
H 6.064 -0.803 1.690
H 4.050 -2.134 1.049
S 2.466 1.137 -4.537
As 0.576 0.759 -3.874
S 0.330 -1.004 -2.429
S -0.200 2.079 -2.223
S -1.020 0.307 -5.275
Se -3.225 -2.731 -5.869
Sb -1.734 -1.686 -3.680
Se -2.948 -0.030 -1.910
Se -1.143 -3.497 -5.321
Se -1.899 -4.074 -2.987

Results
Multiplicity   1
Energy above the lowest of the compared OMol25 structures with the same formula, charge and spin   33.8 kcal/mol
Kohn-Sham gap   5.55 eV
Max |F|   2.67 eV/Å
LUMO   -2.380 eV
Total charge   0
HOMO energy   -7.9264 eV

# 2
# C18H12BCaN3O4

C18H12BCaN3O4 as an isolated structure (wB97M-V/def2-TZVPD, OMol25).

CARTESIAN COORDINATES (ANGSTROEM)
Ca -0.174 1.209 1.040
O -3.765 -0.920 -0.522
C -2.932 -0.148 -0.092
N -1.962 -0.345 0.852
C -1.892 -1.545 1.504
O -2.557 -2.550 1.356
C -0.789 -1.597 2.560
C -0.680 -2.736 3.347
C 0.325 -2.807 4.293
C 1.205 -1.742 4.426
C 1.034 -0.646 3.603
N 0.056 -0.567 2.696
C -2.927 1.260 -0.685
C -3.933 1.603 -1.579
C -3.932 2.866 -2.139
C -2.921 3.755 -1.802
C -1.954 3.338 -0.910
N -1.956 2.122 -0.354
H -1.388 -3.535 3.184
H 0.429 -3.683 4.920
H 2.011 -1.762 5.146
H 1.707 0.203 3.660
H -4.682 0.860 -1.809
H -4.707 3.158 -2.836
H -2.880 4.748 -2.225
H -1.136 3.992 -0.629
O 3.320 1.664 -0.705
B 2.108 1.628 -0.007
O 1.417 0.418 -0.495
C 2.233 -0.178 -1.428
C 2.024 -1.326 -2.158
C 3.039 -1.694 -3.039
C 4.196 -0.933 -3.163
C 4.390 0.227 -2.415
C 3.381 0.584 -1.547
H 1.118 -1.908 -2.051
H 2.921 -2.589 -3.636
H 4.965 -1.247 -3.857
H 5.286 0.825 -2.506

Results
Multiplicity   1
Energy above the lowest of the compared OMol25 structures with the same formula, charge and spin   0.0 kcal/mol
Kohn-Sham gap   7.40 eV
Max |F|   0.20 eV/Å
LUMO   -0.131 eV
Total charge   0
HOMO energy   -7.5278 eV

# 3
# C18H12Cl56OPS

A 15-piece molecular cluster, C18H12Cl56OPS overall at a distorted geometry (wB97M-V/def2-TZVPD, OMol25).

CARTESIAN COORDINATES (ANGSTROEM)
C -4.731 -5.287 0.184
C -4.164 -5.333 1.757
C -2.678 -4.568 1.688
O -1.788 -5.500 0.979
C -0.723 -4.808 0.238
P -1.326 -3.811 -1.285
S 0.289 -2.839 -2.330
H -5.254 -6.283 -0.139
H -3.857 -5.081 -0.597
H -5.450 -4.358 0.147
H -3.909 -6.445 2.086
H -4.885 -4.780 2.495
H -2.248 -4.349 2.771
H -2.878 -3.554 1.139
H 0.022 -5.653 -0.154
H -0.131 -4.082 0.943
H -2.145 -4.642 -2.131
H -2.202 -2.740 -0.792
H 0.422 -1.581 -1.667
C -4.207 -1.609 4.000
Cl -4.426 -0.089 4.904
Cl -5.601 -1.864 2.920
Cl -2.715 -1.514 3.032
Cl -4.086 -2.969 5.145
C 3.245 -0.028 -0.158
Cl 2.923 -0.298 1.573
Cl 3.835 -1.540 -0.895
Cl 1.743 0.481 -0.970
Cl 4.480 1.243 -0.342
C 0.729 -2.937 4.455
Cl 2.461 -3.262 4.723
Cl -0.224 -4.363 4.936
Cl 0.231 -1.532 5.431
Cl 0.451 -2.590 2.730
C 7.550 -1.508 1.003
Cl 8.075 -2.775 2.141
Cl 8.676 -0.130 1.089
Cl 7.540 -2.165 -0.653
Cl 5.910 -0.963 1.437
C -3.494 1.580 -0.059
Cl -3.816 1.310 1.672
Cl -2.904 0.068 -0.796
Cl -4.996 2.089 -0.871
Cl -2.259 2.851 -0.243
C -6.330 5.933 -1.333
Cl -4.838 4.972 -1.176
Cl -7.160 6.004 0.242
Cl -5.920 7.584 -1.863
Cl -7.402 5.172 -2.536
C 2.676 -6.535 1.353
Cl 1.664 -7.413 0.179
Cl 2.941 -7.555 2.789
Cl 4.246 -6.141 0.606
Cl 1.855 -5.030 1.837
C -3.655 8.704 -5.134
Cl -1.924 8.379 -4.866
Cl -4.609 7.278 -4.653
Cl -4.154 10.109 -4.158
Cl -3.934 9.051 -6.859
C 5.790 -1.447 5.946
Cl 6.170 -0.730 4.359
Cl 5.754 -3.222 5.801
Cl 7.038 -0.973 7.125
Cl 4.200 -0.863 6.496
C -7.831 8.941 -6.419
Cl -9.518 8.399 -6.611
Cl -6.834 8.250 -7.725
Cl -7.766 10.719 -6.500
Cl -7.207 8.394 -4.843
C 5.779 4.997 -0.632
Cl 6.654 6.494 -1.043
Cl 5.180 5.099 1.043
Cl 4.401 4.791 -1.743
Cl 6.879 3.604 -0.786
C 10.997 2.956 -1.388
Cl 10.248 1.697 -0.374
Cl 11.510 2.243 -2.938
Cl 9.814 4.254 -1.694
Cl 12.415 3.631 -0.546
C 7.971 -4.589 -4.145
Cl 7.849 -5.814 -5.433
Cl 6.368 -4.342 -3.407
Cl 9.118 -5.147 -2.901
Cl 8.548 -3.053 -4.839
C -9.692 2.682 1.446
Cl -10.844 1.357 1.145
Cl -8.108 2.262 0.748
Cl -10.297 4.178 0.690
Cl -9.520 2.932 3.202

Results
Multiplicity   1
Kohn-Sham gap   7.93 eV
Max |F|   2.92 eV/Å
LUMO   -3.779 eV
Total charge   +1
HOMO energy   -11.7122 eV

# 4
# C18H12Cl5MnN7O6S2

C18H12Cl5MnN7O6S2 as an isolated structure at a distorted geometry (wB97M-V/def2-TZVPD, OMol25).

CARTESIAN COORDINATES (ANGSTROEM)
Mn -0.465 -0.749 -0.296
Cl -3.838 0.344 6.405
C -3.228 0.001 4.825
C -2.716 1.019 4.026
Cl -2.706 2.639 4.617
C -2.224 0.749 2.760
Cl -1.613 2.030 1.780
C -2.211 -0.572 2.219
O -1.780 -0.900 1.058
C -2.774 -1.574 3.051
Cl -2.782 -3.169 2.420
C -3.251 -1.298 4.320
Cl -3.880 -2.573 5.293
N 2.463 -2.134 -0.914
C 2.178 -1.133 -1.777
N 3.138 -0.852 -2.666
C 2.852 0.164 -3.486
N 3.813 0.447 -4.440
N 1.772 0.903 -3.482
C 0.853 0.597 -2.534
N 1.024 -0.463 -1.660
C -0.291 1.407 -2.417
C -0.580 2.429 -3.361
C -1.747 3.129 -3.269
C -2.647 2.830 -2.222
C -2.272 1.863 -1.308
N -1.134 1.186 -1.360
H 3.206 -2.722 -1.251
H 1.654 -2.650 -0.557
H 4.735 0.144 -4.172
H 3.752 1.382 -4.805
H 0.140 2.600 -4.149
H -1.987 3.905 -3.988
H -3.601 3.332 -2.135
H -2.922 1.632 -0.470
O 0.496 -1.742 2.835
C 1.201 -0.885 2.343
C 2.476 -0.373 3.022
C 3.042 0.629 2.031
C 1.958 0.735 0.959
O 1.955 1.592 0.100
N 1.006 -0.237 1.150
H 3.125 -1.225 3.222
H 2.194 0.076 3.974
H 3.951 0.278 1.540
H 3.241 1.616 2.447
O -1.652 -1.516 -1.584
S -1.157 -2.868 -2.076
O -0.108 -2.697 -3.068
O -2.284 -3.649 -2.551
S -0.374 -3.678 -0.403

Results
Multiplicity   6
Energy above the lowest of the compared OMol25 structures with the same formula, charge and spin   31.5 kcal/mol
Kohn-Sham gap (spin up / spin down)   4.21 / 6.31 eV
Max |F|   1.92 eV/Å
LUMO (spin up / spin down)   3.981 / 3.982 eV
Total charge   -2
HOMO energy (spin up / spin down)   -0.2332 / -2.3308 eV

# 5
# C18H12F6N4O3

An isolated molecule of C18H12F6N4O3 at a distorted geometry (wB97M-V/def2-TZVPD, OMol25).

CARTESIAN COORDINATES (ANGSTROEM)
O -1.532 -3.307 -0.835
C -1.293 -2.893 0.275
N -0.309 -3.449 1.071
C 0.681 -4.283 0.438
C 1.898 -3.502 0.090
N 2.107 -2.251 0.361
C 3.351 -2.023 -0.165
C 4.012 -0.733 -0.111
C 5.300 -0.583 -0.619
C 5.922 0.649 -0.567
C 5.255 1.730 -0.003
C 5.906 3.085 0.038
F 5.482 3.876 -0.967
F 5.636 3.750 1.173
F 7.241 3.031 -0.064
C 3.968 1.589 0.501
C 3.348 0.357 0.448
N 3.861 -3.094 -0.716
O 2.925 -4.062 -0.556
N -1.981 -1.893 0.917
C -3.065 -1.152 0.447
C -3.620 -1.338 -0.819
C -4.686 -0.563 -1.224
C -5.210 0.404 -0.377
O -6.296 1.134 -0.902
C -6.845 2.103 -0.206
F -7.821 2.651 -0.921
F -7.397 1.711 0.959
F -6.002 3.101 0.122
C -4.674 0.600 0.883
C -3.604 -0.180 1.285
H 0.036 -2.904 1.847
H 0.231 -4.684 -0.478
H 0.953 -5.120 1.090
H 5.796 -1.437 -1.051
H 6.920 0.776 -0.956
H 3.463 2.440 0.933
H 2.348 0.223 0.831
H -1.689 -1.660 1.855
H -3.211 -2.089 -1.474
H -5.125 -0.693 -2.199
H -5.063 1.342 1.561
H -3.186 -0.025 2.269

Results
Structure (SMILES)   O=C(NCc1nc(-c2ccc(C(F)(F)F)cc2)no1)Nc1ccc(OC(F)(F)F)cc1
Multiplicity   1
Kohn-Sham gap   8.66 eV
Max |F|   1.75 eV/Å
LUMO   -0.072 eV
Total charge   0
HOMO energy   -8.7280 eV